1.
{
  "formula": "C6H27N2O6",
  "method": "ωB97M-V/def2-TZVPD",
  "symbols": ["C", "C", "C", "N", "C", "C", "C", "N", "H", "H", "H", "H", "H", "H", "H", "H", "H", "H", "H", "H", "H", "H", "H", "H", "H", "O", "H", "H", "O", "H", "H", "O", "H", "H", "O", "H", "H", "O", "H", "H", "O"],
  "coordinates": [[-0.4895, 0.6171, 2.5658], [0.4963, 0.1984, 1.4889], [1.5492, 1.3253, 1.2456], [1.2886, 1.6578, -1.6657], [0.8859, 2.6619, -0.7791], [0.9033, 2.5185, 0.5735], [0.3742, 3.8079, -1.5317], [-1.7508, -0.2045, 2.5038], [-0.7560, 1.7770, 2.5182], [-0.1008, 0.6490, 3.6045], [1.0060, -0.7280, 1.6557], [-0.0577, -0.0383, 0.5769], [2.2807, 0.8627, 0.5670], [1.9651, 1.5866, 2.2301], [0.9247, 1.4032, -2.5445], [1.6859, 0.8543, -1.2181], [0.4379, 3.3161, 1.2104], [-0.5764, 3.6068, -2.2042], [0.2953, 4.6528, -0.8379], [1.2374, 4.1409, -2.1701], [-2.4815, 0.0297, 3.3033], [-1.4847, -1.2540, 2.4013], [-2.3547, 0.0194, 1.7168], [-1.6055, -2.1842, -0.1248], [-2.8184, -2.6971, 0.6636], [-2.1483, -1.9946, 0.6829], [0.9400, -1.5941, -3.3385], [1.4092, -2.9624, -2.7344], [0.6149, -2.3861, -2.8189], [0.0705, -2.5280, 4.0433], [0.0430, -1.5448, 5.0394], [-0.2598, -1.6290, 4.0924], [1.3978, -3.8843, 0.4344], [1.8853, -2.7879, -0.5504], [1.1739, -3.4126, -0.3562], [0.0994, 0.2708, -5.2516], [-0.9926, 0.5718, -4.1735], [-0.2361, 0.0544, -4.3452], [-0.8147, -1.8110, -2.1013], [-2.3728, -1.4918, -2.5217], [-1.6643, -1.4494, -1.8504]],
  "forces_ev_per_a": [[-0.724, 2.889, 1.101], [-0.608, 0.757, -0.393], [-0.909, -0.259, -0.388], [0.264, 0.702, 4.677], [-0.408, -1.950, -5.253], [0.844, -0.356, 2.681], [-0.381, 1.648, -0.950], [-1.297, 0.108, 1.829], [0.057, -2.436, -0.636], [-0.070, -0.888, -0.789], [0.364, -0.490, 0.828], [-0.126, 0.403, -0.223], [0.260, 0.455, 0.608], [0.227, 0.062, -0.557], [-0.753, 0.615, -1.714], [0.281, -0.479, 0.060], [0.520, -0.756, -0.884], [1.944, 0.448, 1.558], [-0.828, -0.078, -0.315], [-0.965, -0.377, 0.088], [2.409, -1.106, -1.292], [-1.075, 1.887, 0.388], [0.536, -0.180, -0.810], [-0.797, 0.462, 0.439], [0.194, 0.238, 0.063], [0.324, -0.932, -0.188], [-0.794, -1.348, 0.509], [-1.054, 0.300, -0.047], [2.013, 1.120, -0.873], [-0.145, -0.746, -0.935], [-0.746, 0.813, -1.009], [1.112, -0.619, 2.277], [0.460, -0.426, 0.591], [-0.065, -0.371, 0.301], [-0.353, 0.754, -0.623], [-0.703, -0.175, 1.092], [-1.494, 0.874, -0.045], [2.377, -0.554, -0.928], [0.281, -0.628, -1.156], [1.124, -0.388, 0.296], [-1.296, 1.010, 0.622]],
  "mulliken_spin": [0.0009, 0.0407, 0.0434, 0.3540, 0.2782, 0.2690, 0.0292, -0.0004, -0.0005, 0.0013, -0.0003, 0.0040, 0.0050, 0.0240, -0.0327, -0.0169, -0.0065, 0.0072, -0.0022, 0.0025, 0.0003, 0.0000, -0.0006, -0.0001, 0.0000, -0.0001, 0.0002, 0.0000, -0.0001, 0.0000, 0.0000, 0.0004, 0.0000, 0.0000, 0.0001, 0.0000, 0.0002, 0.0001, -0.0006, 0.0000, 0.0001],
  "multiplicity": 2,
  "de_lowest_kj_mol": 0.00,
  "charge": 2,
  "s_squared": 0.763,
  "orbital_gap_ev": [10.69, 6.84],
  "homo_ev": [-16.55, -16.55],
  "e_lumo_ev": [-5.862, -9.709]
}

***

2.
{
  "formula": "C4H4O",
  "method": "ωB97M-V/def2-TZVPD",
  "symbols": ["O", "C", "C", "C", "C", "H", "H", "H", "H"],
  "coordinates": [[-0.6863, 1.4733, 0.2509], [-1.0011, 0.5027, -0.3851], [-0.1812, -0.8035, -0.4070], [1.1109, -0.4578, 0.1808], [1.5979, 0.3870, 0.8934], [-1.9338, 0.5272, -0.9702], [-0.2065, -1.2875, -1.3890], [-0.6681, -1.4917, 0.2928], [1.9681, 1.1502, 1.5334]],
  "forces_ev_per_a": [[-0.445, -0.265, -0.399], [-0.024, 0.308, 0.208], [-0.012, 0.030, 0.080], [-0.036, 0.586, 0.401], [0.292, -0.480, -0.172], [-0.048, -0.248, -0.086], [0.156, 0.226, 0.117], [-0.241, -0.054, -0.151], [0.358, -0.103, 0.000]],
  "mulliken_charge": [-0.4195, 0.0532, -0.4084, -0.4870, -0.0277, 0.3395, 0.3476, 0.2257, 0.3765],
  "de_lowest_kj_mol": 210.12,
  "charge": 0,
  "orbital_gap_ev": 11.02,
  "homo_ev": -10.05,
  "e_lumo_ev": 0.975,
  "smiles": "C#CCC=O"
}

***

3.
{
  "formula": "C10H21ClF3O2P2Ti",
  "method": "ωB97M-V/def2-TZVPD",
  "symbols": ["C", "C", "H", "H", "H", "O", "Cl", "Ti", "P", "C", "C", "H", "H", "H", "H", "H", "H", "C", "H", "H", "H", "P", "C", "C", "H", "H", "H", "C", "H", "H", "H", "H", "H", "H", "C", "O", "F", "C", "F", "F"],
  "coordinates": [[0.2729, -0.1030, -6.0539], [0.3869, 0.1615, -4.5885], [1.2848, -0.1314, -6.4899], [-0.3158, 0.7110, -6.5201], [-0.2358, -1.0720, -6.1907], [1.3656, 0.5231, -3.9721], [-1.1754, -0.1276, -3.7183], [-0.1832, 0.0286, 0.2152], [-0.2570, 2.3919, -0.3388], [1.0023, 3.4657, 0.4045], [-0.1869, 2.8211, -2.0947], [-0.2745, 3.9138, -2.1695], [-1.7545, 4.2344, -0.0991], [-1.0260, 2.3425, -2.6119], [-2.6483, 2.6826, -0.2608], [1.9866, 3.2199, -0.0031], [0.7518, 2.4716, -2.5367], [-1.7971, 3.1820, 0.2138], [0.7232, 4.4926, 0.1356], [-1.8903, 3.1037, 1.3028], [1.0145, 3.3453, 1.4918], [-0.0498, -2.3975, 0.0036], [1.2941, -3.2410, 0.8915], [-1.5096, -3.2504, 0.6744], [-0.6961, -2.6413, -2.3125], [-0.0402, -4.1596, -1.6041], [1.0672, -2.8386, -2.1009], [0.0844, -3.0708, -1.6756], [-2.4066, -2.8986, 0.1538], [-1.3751, -4.3280, 0.5083], [1.1190, -4.3181, 0.7819], [1.2728, -2.9641, 1.9498], [-1.6028, -3.0365, 1.7452], [2.2598, -2.9680, 0.4575], [1.7751, 0.1304, 0.5004], [2.9449, 0.1808, 0.4793], [-0.8577, 1.2865, 2.9088], [-1.1163, 0.1252, 2.1946], [-0.7853, -0.9000, 3.0666], [-2.5118, 0.0638, 2.0201]],
  "forces_ev_per_a": [[0.072, -0.134, -0.094], [2.475, 0.769, 0.610], [-0.466, 0.073, 0.215], [0.172, -0.494, 0.196], [0.102, 0.502, -0.145], [-2.325, -0.820, -0.869], [-0.056, -0.057, 0.361], [-3.633, -0.121, 1.120], [0.077, 2.217, -0.631], [0.139, -0.303, 0.088], [-0.052, -0.154, -0.193], [0.073, -0.271, -0.047], [-0.043, -0.271, 0.108], [0.202, 0.217, 0.021], [-0.001, 0.220, 0.120], [-0.046, 0.178, 0.068], [-0.171, 0.143, -0.005], [-0.258, -0.473, 0.170], [0.206, -0.184, 0.144], [-0.060, 0.125, -0.222], [0.016, 0.136, -0.120], [0.308, -2.327, -0.279], [0.088, 0.369, 0.039], [-0.320, 0.492, 0.082], [0.151, -0.206, 0.026], [0.048, 0.257, -0.094], [-0.182, -0.066, 0.014], [-0.002, 0.192, -0.221], [0.017, -0.201, 0.155], [-0.036, 0.289, 0.048], [0.145, 0.206, 0.072], [0.056, -0.138, -0.095], [-0.060, -0.131, -0.204], [-0.039, -0.153, 0.107], [8.791, 0.412, 0.039], [-5.925, -0.249, 0.273], [-0.211, -1.247, -1.325], [-1.095, 0.114, 2.090], [-0.260, 1.011, -1.477], [2.101, 0.078, -0.144]],
  "mulliken_spin": [0.0000, -0.0001, 0.0000, 0.0000, 0.0000, 0.0005, 0.0004, 1.0095, -0.0835, 0.0163, 0.0119, 0.0001, 0.0002, -0.0017, -0.0008, -0.0003, -0.0001, 0.0162, 0.0000, 0.0020, 0.0010, -0.0775, 0.0161, 0.0156, -0.0018, -0.0001, -0.0001, 0.0111, -0.0006, 0.0001, -0.0001, 0.0013, 0.0021, -0.0001, 0.0289, 0.0687, -0.0029, -0.0258, -0.0033, -0.0029],
  "multiplicity": 2,
  "charge": 2,
  "s_squared": 0.760,
  "orbital_gap_ev": [6.94, 7.19],
  "homo_ev": [-16.95, -16.95],
  "e_lumo_ev": [-10.008, -9.755]
}